Record 1
{
  "formula": "C6H8N4",
  "method": "wB97M-V/def2-TZVPD",
  "symbols": ["C", "C", "C", "C", "C", "C", "N", "N", "N", "N", "H", "H", "H", "H", "H", "H", "H", "H"],
  "coordinates": [[-2.432466, 0.479772, -0.126545], [-1.343944, 1.255173, -0.296605], [-2.378518, -0.851221, 0.257560], [-1.112227, -1.365715, 0.429735], [1.107573, 1.408441, 0.150945], [-0.107840, 0.616947, -0.003533], [2.288844, 0.775743, 0.413683], [0.025465, -0.685147, 0.274496], [2.661771, -0.436974, 0.210872], [2.231778, -1.177588, -0.847697], [-3.393131, 0.892045, -0.251935], [-1.280743, 2.185321, -0.745596], [-3.320920, -1.233132, 0.524642], [-0.832232, -2.361494, 0.827490], [0.938888, 2.513163, 0.001711], [2.977741, 1.238790, 1.021241], [2.686861, -2.010170, -0.789475], [1.283104, -1.243947, -1.050983]],
  "forces_ev_per_a": [[-0.5, 0.4, -0.3], [1.6, -2.2, 0.4], [1.3, 0.6, 0.4], [0.3, -1.6, 1.0], [-1.9, 0.2, -1.4], [2.1, 1.2, 0.0], [-0.3, 0.0, 0.2], [-1.4, 0.6, 0.2], [1.1, 0.0, -0.3], [0.9, 3.7, 0.5], [-1.1, 0.6, -0.3], [-0.4, 1.9, -0.4], [-0.6, -1.4, 0.2], [-1.1, 0.2, -0.5], [1.2, -1.3, 0.6], [-0.5, -0.2, -0.3], [1.4, -2.7, 0.1], [-2.1, 0.0, -0.1]],
  "lowdin_charge": [-0.105, -0.036, -0.077, -0.144, -0.068, -0.303, -0.057, 0.028, -0.041, 0.069, 0.093, 0.085, 0.083, 0.116, 0.114, 0.158, 0.049, 0.035],
  "gap_ev": [7.47, 7.48],
  "homo_ev": [-6.79, -6.79],
  "lumo_ev": [0.681, 0.685],
  "max_force_ev_per_a": 3.868
}

Record 2
{
  "formula": "C6H8N4",
  "method": "wB97M-V/def2-TZVPD",
  "symbols": ["C", "C", "C", "C", "C", "C", "N", "N", "N", "N", "H", "H", "H", "H", "H", "H", "H", "H"],
  "coordinates": [[0.446187, 1.783582, 1.386717], [-0.532345, 1.032542, 2.122469], [0.835892, -1.896239, -0.846989], [-0.379146, -2.072262, 0.124400], [0.883223, 0.026767, 0.119724], [-0.414443, 1.212502, -2.171780], [1.068598, 1.305536, 0.373277], [-0.950932, -0.139646, 1.743178], [1.488592, -0.755867, -0.764618], [-0.134788, -0.772339, 0.856269], [0.439825, 2.815876, 1.581535], [-0.830910, 1.532587, 3.035649], [1.186794, -2.809043, -1.342983], [-1.395461, -2.048860, -0.471405], [-0.512720, -2.853570, 0.783900], [0.464018, 0.752142, -2.593955], [-0.371917, 1.979336, -1.435468], [-1.290467, 0.906957, -2.499920]],
  "forces_ev_per_a": [[-1.6, -0.8, 1.1], [0.9, 0.2, -0.5], [-0.2, -1.1, 1.6], [-0.8, 4.7, -2.4], [-1.9, -1.3, 1.3], [3.5, 0.9, 0.8], [1.5, -0.9, -1.2], [0.4, -1.0, 0.7], [-0.3, -1.3, -1.1], [0.5, 1.3, -1.1], [0.6, 1.3, 0.2], [-1.1, -0.4, -0.1], [0.1, 0.8, -0.3], [1.6, 0.3, 0.8], [0.5, -1.9, 1.4], [0.1, 0.3, 0.1], [0.2, 0.4, 0.1], [-4.1, -1.4, -1.5]],
  "lowdin_charge": [-0.141, -0.126, -0.089, -0.071, -0.379, 0.113, 0.127, 0.093, 0.104, -0.053, 0.087, 0.102, 0.104, 0.143, 0.072, 0.001, -0.017, -0.069],
  "gap_ev": [8.19, 6.39],
  "homo_ev": [-8.48, -6.62],
  "lumo_ev": [-0.290, -0.229],
  "max_force_ev_per_a": 5.303
}

Record 3
{
  "formula": "C6H8N4",
  "method": "wB97M-V/def2-TZVPD",
  "symbols": ["C", "C", "C", "C", "C", "C", "N", "N", "N", "N", "H", "H", "H", "H", "H", "H", "H", "H"],
  "coordinates": [[0.039983, 1.392350, -1.482066], [2.293892, 0.662854, -0.673150], [1.866910, -1.305724, -0.012463], [0.935941, 0.490281, -0.838300], [-2.285735, 0.631805, 0.489099], [-0.598649, -1.302988, 0.685097], [0.040985, 2.268606, -2.274440], [2.835675, -0.479978, -0.210028], [0.663628, -0.780563, -0.267093], [-1.243353, -0.101266, 1.131453], [2.778619, 1.608840, -0.751482], [2.062057, -2.309203, 0.220748], [-2.977810, -0.034775, 0.034605], [-2.817861, 1.233257, 1.225039], [-1.935054, 1.242186, -0.297176], [-1.212290, -2.013263, 0.160553], [0.024790, -1.622118, 1.468681], [-0.471729, 0.419695, 1.390928]],
  "forces_ev_per_a": [[1.8, 2.2, -2.4], [-1.1, -0.1, -0.1], [-0.3, 0.5, -0.2], [-0.6, -1.3, 1.9], [-0.2, -0.3, 0.3], [0.4, 3.5, -2.1], [-1.3, -1.7, 1.9], [2.1, 0.8, -0.1], [-1.6, -0.7, -0.6], [-0.3, -2.9, 0.4], [0.6, 0.2, -0.5], [-0.2, -1.2, 0.7], [-0.7, -0.7, -0.2], [0.0, 0.0, 0.0], [0.3, 1.0, -0.9], [-0.1, -0.2, -0.1], [0.1, -1.2, 1.0], [1.2, 2.0, 1.1]],
  "lowdin_charge": [-0.173, -0.092, -0.229, -0.246, -0.102, -0.031, 0.169, 0.068, 0.012, -0.099, 0.110, 0.117, 0.079, 0.091, 0.028, 0.119, 0.096, 0.083],
  "gap_ev": 9.68,
  "homo_ev": -9.12,
  "lumo_ev": 0.558,
  "max_force_ev_per_a": 4.122
}

Record 4
{
  "formula": "C6H8N4O",
  "method": "wB97M-V/def2-TZVPD",
  "symbols": ["C", "C", "C", "C", "C", "C", "N", "N", "N", "N", "O", "H", "H", "H", "H", "H", "H", "H", "H"],
  "coordinates": [[1.257822, 0.139543, 0.088601], [2.047419, -1.005865, 0.024328], [-0.121004, -1.807318, -0.090895], [-0.226610, -0.307512, 0.039293], [-0.874565, 0.285822, -1.176323], [-0.994522, 0.184336, 1.215412], [2.110886, 1.223648, 0.053440], [3.376101, -0.676550, 0.043959], [3.303619, 0.673497, 0.035132], [1.256595, -2.139699, -0.033373], [-1.056622, -2.579710, -0.153963], [-0.605967, 1.326228, -1.279496], [-1.951576, 0.296638, -1.018928], [-0.630899, -0.430636, -2.039487], [-2.060362, 0.014652, 0.916117], [-0.763657, 1.298319, 1.440866], [-0.698885, -0.433304, 2.050319], [4.225210, 1.248596, 0.041206], [1.712006, -3.044076, -0.404600]],
  "forces_ev_per_a": [[1.6, 0.1, -0.4], [1.3, 2.0, 0.3], [0.3, -1.1, 0.7], [1.9, 2.7, -0.4], [-0.4, -1.5, -1.8], [-0.8, 0.9, 0.7], [-1.7, -1.1, 0.3], [-1.9, -0.4, -0.4], [1.9, 0.2, 0.1], [1.3, -2.8, -1.2], [1.1, 0.6, -0.2], [0.5, 0.1, -0.5], [-0.1, -0.3, -0.3], [-0.4, 1.8, 0.6], [0.7, 0.3, 1.1], [-0.6, -1.9, -0.5], [-0.3, 0.1, 0.7], [-2.6, -1.4, 0.0], [-1.6, 1.8, 1.0]],
  "lowdin_charge": [-0.153, -0.289, -0.398, -0.465, -0.028, -0.030, 0.106, 0.104, -0.133, 0.162, 0.104, 0.089, 0.079, 0.129, 0.100, 0.133, 0.088, 0.201, 0.202],
  "gap_ev": 9.83,
  "homo_ev": -9.00,
  "lumo_ev": 0.829,
  "max_force_ev_per_a": 3.332
}

Record 5
{
  "formula": "C6H8N5O",
  "method": "wB97M-V/def2-TZVPD",
  "symbols": ["C", "C", "C", "C", "C", "C", "N", "N", "N", "N", "N", "O", "H", "H", "H", "H", "H", "H", "H", "H"],
  "coordinates": [[-3.315983, -0.137572, -0.172033], [-1.275131, 0.642956, 0.187091], [-1.283369, -0.772159, -0.103447], [-0.232673, 1.462929, 0.570302], [3.252754, -0.009682, 0.711540], [1.895938, 0.325658, -0.092983], [-2.515972, -1.193509, -0.232886], [1.009716, 1.067892, 0.556453], [-2.689104, 1.006179, 0.109234], [-0.265286, -1.696450, 0.058645], [2.010665, 0.012222, -1.348453], [4.263947, -0.374602, 0.246367], [-4.420278, -0.397178, -0.034648], [-0.371178, 2.518981, 0.703072], [3.015224, 0.273478, 1.850538], [-2.940722, 1.949438, 0.068994], [0.485353, -1.701063, 0.709337], [-0.575057, -2.607132, -0.078676], [2.793625, -0.534614, -1.679762], [1.157527, 0.164230, -2.028694]],
  "forces_ev_per_a": [[-2.8, -3.8, 0.4], [-3.3, 0.0, -0.4], [2.0, -0.3, 1.7], [-0.2, 1.5, -0.5], [-3.0, 1.8, 3.0], [0.7, 1.2, 2.2], [-2.2, 0.1, -1.0], [3.5, -2.0, -0.9], [5.6, -0.8, 0.3], [-0.7, 1.7, -0.6], [-3.5, 0.3, -3.3], [0.4, -0.5, -0.8], [1.6, 1.2, -0.6], [-0.3, 0.3, 0.5], [0.9, -0.7, -1.9], [-1.0, 1.3, 0.0], [0.4, 0.9, 0.5], [-0.9, -1.9, -0.5], [0.1, 0.1, 0.1], [2.6, -0.5, 1.8]],
  "lowdin_spin": [0.246, 0.336, 0.236, 0.327, 0.017, 0.087, -0.017, 0.324, 0.113, 0.217, 0.058, 0.010, 0.009, 0.011, 0.003, 0.000, 0.011, 0.005, 0.003, 0.001],
  "gap_ev": [6.48, 6.87],
  "homo_ev": [-10.48, -14.00],
  "spin_multiplicity": 3,
  "lumo_ev": [-3.998, -7.131],
  "max_force_ev_per_a": 5.661,
  "total_charge": 1
}

Record 6
{
  "formula": "C6H8N5O3",
  "method": "wB97M-V/def2-TZVPD",
  "symbols": ["C", "C", "C", "C", "C", "C", "N", "N", "N", "N", "N", "O", "O", "O", "H", "H", "H", "H", "H", "H", "H", "H"],
  "coordinates": [[-1.012120, 0.028083, 0.899034], [0.324505, -1.313613, 2.657674], [-1.810777, 1.926837, -0.088000], [1.274047, -1.390533, 0.164022], [-0.527613, 0.139655, -0.411952], [-0.683639, 1.801709, -2.298017], [-1.814171, 1.108288, 1.040289], [1.283872, -1.252358, 1.524612], [-0.931668, 1.337552, -0.956594], [0.491056, -0.784949, -0.662119], [2.233643, -2.230050, -0.321767], [-0.843777, -0.723272, 2.037596], [0.489329, -1.726648, 3.726698], [-2.265071, 3.015521, -0.271540], [-0.856916, 2.995978, -2.309776], [0.366043, 1.548043, -2.512212], [-1.485952, 1.557052, -2.959245], [-2.433441, 1.507926, 1.762476], [2.234204, -1.768261, 1.774767], [0.689059, -0.658938, -1.664504], [3.006514, -2.554024, 0.205419], [2.272874, -2.563998, -1.336860]],
  "forces_ev_per_a": [[0.2, 1.2, -0.8], [-0.9, 2.2, -5.5], [1.5, 0.1, 0.3], [1.3, -1.4, 0.2], [-0.4, -2.6, 5.8], [0.0, 3.5, 0.7], [-2.1, 2.6, 0.5], [4.1, -2.1, 2.1], [0.5, -1.3, -0.8], [-0.6, 2.3, -3.9], [-0.9, -0.2, -3.0], [-0.3, -1.5, 1.6], [-0.3, 0.2, -0.1], [-1.4, 0.7, 0.3], [1.0, -2.6, 0.4], [-0.6, 0.2, -0.7], [0.0, -1.1, -0.8], [0.8, -1.2, 0.1], [-2.8, 1.6, 0.3], [0.8, -1.4, 0.6], [0.4, -0.2, 0.7], [-0.3, 1.1, 2.1]],
  "lowdin_charge": [-0.193, -0.349, -0.493, -0.343, -0.134, 0.007, 0.211, 0.193, -0.017, 0.193, 0.184, 0.114, 0.271, 0.121, 0.160, 0.097, 0.088, 0.205, 0.210, 0.190, 0.108, 0.178],
  "gap_ev": [7.53, 7.53],
  "homo_ev": [-11.57, -11.57],
  "lumo_ev": [-4.034, -4.034],
  "max_force_ev_per_a": 6.379,
  "total_charge": 1
}